An isolated molecule of C5H8O2, computed with ωB97M-V/def2-TZVPD.

```
15
Properties=species:S:1:pos:R:3
C -0.72 -0.56 1.41
C -1.50 0.10 0.15
C -0.30 0.94 -0.30
O 0.10 1.23 -1.57
C 0.48 0.03 -1.02
C 1.53 -0.45 -0.01
O 0.53 -1.07 1.00
H -0.57 0.17 2.10
H -1.10 -1.49 1.86
H -2.41 0.65 0.48
H -1.78 -0.71 -0.65
H 0.01 1.63 0.50
H -0.12 -0.84 -1.44
H 2.01 0.27 0.66
H 1.99 -1.33 -0.38
```

Summary:
largest force on an atom = 5.019 eV Å⁻¹
E = -9404.87675 eV
structure (SMILES) = C1C[C@@H]2O[C@H]2CO1
ΔE to the lowest compared entry with this formula, charge and spin = 4.9554 eV

The net atomic charges from Mulliken, expressed in e, are:
1. C -0.5106
2. C -0.4254
3. C -0.1244
4. O -0.4739
5. C 0.1064
6. C -0.4478
7. O -0.4336
8. H 0.3651
9. H 0.3040
10. H 0.3163
11. H 0.2118
12. H 0.3472
13. H 0.2207
14. H 0.3008
15. H 0.2434